# 1
ORCA calculation (ωB97M-V/def2-TZVPD) on C34H33Br4CdN8O4S2 as an isolated structure.

## Properties
Net charge: -1
Relative energy (zero: lowest compared OMol25 entry of this formula, charge and spin) (eV): 0.000
DFT total energy (Ha): -13314.814341

XYZ file:
```
86
Properties=species:S:1:pos:R:3:forces:R:3:mulliken_charge:R:1
Cd 0.028 0.194 -0.094 -0.2690 -0.4228 -0.1806 3.448
Br 4.157 -1.366 5.501 -0.0157 0.0002 -0.0148 -0.220
C 3.533 -1.124 3.729 -0.0304 0.0197 -0.1115 0.289
C 4.381 -1.272 2.647 -0.1145 0.0163 0.0193 0.105
Br 6.193 -1.762 2.899 -0.0121 0.0094 0.0075 -0.226
C 3.888 -1.051 1.348 -0.0191 -0.0141 0.0001 0.038
Br 4.965 -1.350 -0.185 -0.0023 0.0099 0.0189 -0.166
C 2.567 -0.680 1.086 0.0279 -0.0872 -0.2263 0.294
O 2.114 -0.509 -0.121 0.0569 -0.0452 0.4017 -0.940
C 1.667 -0.597 2.218 -0.1623 0.0073 0.0824 -1.099
O 0.392 -0.423 1.995 0.2804 -0.0966 0.1501 -0.643
C 2.187 -0.783 3.493 0.0649 -0.0298 -0.0321 0.073
Br 0.933 -0.657 4.918 0.0526 0.0193 0.0053 -0.183
C -1.121 -3.256 3.361 0.0668 -0.1124 -0.0275 -0.918
N -0.208 -3.436 2.252 -0.0942 -0.1464 0.1759 0.379
C 1.134 -3.782 2.348 -0.2863 0.1657 0.1703 -0.668
C 1.648 -3.724 1.116 -0.0332 0.0509 -0.2320 -0.487
N 0.611 -3.338 0.260 0.1390 0.0875 -0.2276 0.567
C -0.566 -3.199 0.964 0.1661 0.0918 0.1049 0.011
S -2.124 -2.890 0.424 0.2543 -0.2158 0.0773 -0.427
C 0.817 -3.075 -1.116 -0.1123 -0.2659 0.2374 0.214
C 1.673 -3.898 -1.832 0.1084 -0.1011 -0.0985 -0.887
C 1.868 -3.625 -3.172 0.0157 -0.0232 0.0178 -0.491
C 1.188 -2.565 -3.750 -0.0345 -0.0251 0.0035 -0.855
C 0.358 -1.806 -2.943 0.0508 0.0930 0.0037 -0.122
N 0.188 -2.045 -1.643 -0.1763 0.4028 -0.0631 0.256
H -0.572 -3.427 4.285 -0.0170 0.0139 -0.0189 0.367
H -1.958 -3.948 3.277 -0.0163 -0.0309 -0.0145 0.325
H -1.504 -2.237 3.349 0.0318 0.0411 -0.0208 0.163
H 1.614 -3.968 3.293 -0.0462 0.0352 -0.0234 0.380
H 2.663 -3.831 0.775 -0.0499 0.0557 -0.0061 0.450
H 2.173 -4.724 -1.346 -0.0444 0.0000 -0.0191 0.527
H 2.538 -4.241 -3.759 -0.0057 0.0108 0.0079 0.413
H 1.304 -2.321 -4.797 0.0079 0.0166 0.0295 0.427
H -0.161 -0.934 -3.325 -0.0022 -0.0185 0.0062 0.167
C -3.570 7.523 0.241 0.0280 -0.0378 0.0109 -1.442
C -2.505 6.461 0.139 0.0204 0.0438 -0.0296 0.844
C -1.228 6.766 -0.318 -0.0279 0.0155 0.0189 -0.846
C -0.250 5.782 -0.426 -0.0352 -0.0508 0.0532 -0.636
C -0.556 4.480 -0.070 -0.1281 0.1148 -0.0498 -0.850
C -1.821 4.158 0.408 -0.0131 -0.0739 0.0346 -0.083
C -2.785 5.144 0.507 -0.0280 0.0142 0.0269 -0.633
S 0.644 3.185 -0.231 0.1959 0.0807 0.0057 1.268
O 0.659 2.487 1.039 -0.0110 0.0829 -0.1646 -0.847
O 1.854 3.827 -0.680 0.0455 0.0600 -0.0071 -0.739
N 0.038 2.137 -1.270 0.0630 0.2961 -0.4237 -0.008
C -0.113 2.413 -2.618 0.0368 -0.0596 0.3280 0.049
C 0.191 3.643 -3.244 0.0402 -0.0184 0.1112 -0.802
C -0.066 3.796 -4.586 0.0017 0.0029 -0.0286 -0.528
C -0.607 2.742 -5.317 -0.0007 0.0040 0.0026 -0.780
C -0.848 1.569 -4.631 0.0125 -0.0427 0.1037 -0.216
N -0.616 1.396 -3.330 -0.1105 -0.0839 -0.1448 -0.021
H -3.236 8.460 -0.205 -0.0040 -0.0170 0.0137 0.362
H -3.833 7.720 1.283 0.0154 -0.0107 -0.0237 0.313
H -4.482 7.209 -0.272 0.0161 0.0126 0.0112 0.339
H -0.990 7.788 -0.594 -0.0150 -0.0367 -0.0046 0.321
H 0.750 6.015 -0.772 -0.0613 -0.0178 0.0057 0.520
H -2.035 3.136 0.701 0.0116 0.0444 -0.0407 0.748
H -3.773 4.889 0.877 0.0176 0.0036 -0.0194 0.445
H 0.650 4.438 -2.679 0.0020 0.0067 0.0085 0.374
H 0.167 4.737 -5.071 -0.0023 -0.0083 0.0228 0.405
H -0.819 2.825 -6.374 0.0027 -0.0063 0.0212 0.381
H -1.254 0.704 -5.152 0.0096 0.0135 0.0165 0.386
C -3.612 2.093 3.769 -0.0038 0.0248 -0.0103 -0.634
C -2.445 1.132 3.849 0.0289 0.0127 -0.0607 -0.650
N -1.983 0.810 2.519 -0.0141 0.0363 -0.1923 1.046
C -2.750 0.795 1.400 0.0710 -0.0792 0.0994 -0.620
N -2.230 0.397 0.275 0.0417 0.2088 -0.0654 0.249
C -3.067 0.293 -0.917 0.0746 -0.0085 0.1411 -0.903
C -4.201 1.298 -0.906 0.0217 0.0510 0.0050 -0.616
C -4.957 1.143 0.395 0.0540 -0.0367 0.1008 -0.782
N -4.042 1.275 1.517 -0.0250 0.0134 -0.0517 0.664
C -4.635 1.495 2.825 0.0167 -0.0394 -0.0787 -0.794
H -3.274 3.056 3.379 -0.0100 0.0047 0.0137 0.173
H -4.051 2.248 4.756 0.0074 0.0018 -0.0093 0.406
H -2.762 0.229 4.386 0.0164 -0.0547 0.0307 0.287
H -1.609 1.559 4.402 0.0185 0.0188 0.0077 0.451
H -1.034 0.423 2.428 -0.0760 -0.0289 0.0377 -0.248
H -3.467 -0.725 -0.985 0.0170 -0.0034 -0.0127 0.344
H -2.436 0.448 -1.792 0.0457 0.0130 -0.0164 -0.102
H -4.870 1.141 -1.755 -0.0041 0.0005 0.0089 0.446
H -3.794 2.311 -0.973 -0.0193 0.0055 -0.0264 0.150
H -5.462 0.168 0.416 -0.0323 -0.0293 0.0203 0.234
H -5.725 1.912 0.503 -0.0326 0.0425 0.0136 0.400
H -5.025 0.559 3.249 -0.0333 -0.0325 -0.0051 0.206
H -5.484 2.166 2.689 -0.0243 0.0344 -0.0114 0.403
```
Positions in Å, forces in eV/Å.

# 2
ORCA calculation (ωB97M-V/def2-TZVPD) on one molecule with the formula C5H7N.

## Properties
Relative energy (zero: lowest compared OMol25 entry of this formula, charge and spin) (eV): 2.058
DFT total energy (Ha): -249.397607
Structure (SMILES): C1=C[C@H]2N[C@H]2C1

XYZ file:
```
13
Properties=species:S:1:pos:R:3:forces:R:3:mulliken_charge:R:1
C -0.710 -1.101 -0.272 -0.0616 -0.2284 -0.1988 -0.333
C 0.615 -1.216 -0.257 -0.3877 0.0567 -0.2278 -0.440
C 1.306 0.035 0.169 -1.4695 0.8050 1.1619 -0.196
N 1.032 1.376 -0.428 0.5772 -0.6442 -0.4995 -0.535
C 0.069 0.999 0.546 0.6494 -0.8778 0.5397 -0.157
C -1.206 0.269 0.110 0.1592 -0.1300 0.0732 -0.692
H -1.381 -1.905 -0.533 -0.1085 -0.0664 -0.1210 0.377
H 1.122 -2.170 -0.402 0.0724 0.3847 -0.1782 0.394
H 2.218 -0.186 0.765 -0.5705 1.1270 -0.4346 0.339
H 0.631 1.367 -1.364 0.3057 -0.3548 -0.0645 0.288
H -0.001 1.607 1.452 0.3057 -0.1716 -0.2597 0.356
H -1.948 0.232 0.918 0.2113 -0.0518 -0.0636 0.337
H -1.730 0.722 -0.751 0.3168 0.1518 0.2727 0.263
```
Positions in Å, forces in eV/Å.

# 3
ORCA calculation (ωB97M-V/def2-TZVPD) on a 2-piece molecular cluster, ClH2OPS overall.

## Properties
Relative energy (zero: lowest compared OMol25 entry of this formula, charge and spin) (eV): 1.108
DFT total energy (Ha): -1276.189221
Structure (SMILES): O=PS.Cl

XYZ file:
```
6
Properties=species:S:1:pos:R:3:forces:R:3:mulliken_charge:R:1
O 0.234 -0.036 -0.033 -0.4774 -0.2768 -1.2730 -0.328
P 0.770 0.207 1.290 0.3880 0.5694 1.3326 0.406
S 0.293 2.228 1.779 -0.0496 -0.2188 -0.2339 -0.252
H 0.814 2.150 3.005 0.1260 -0.0689 0.1662 0.177
Cl -0.564 -2.664 -2.909 0.1014 -0.1088 0.0054 -0.236
H -1.547 -1.885 -3.133 -0.0884 0.1038 0.0028 0.234
```
Positions in Å, forces in eV/Å.

# 4
ORCA calculation (ωB97M-V/def2-TZVPD) on one molecule with the formula C4H10O.

## Properties
Relative energy (zero: lowest compared OMol25 entry of this formula, charge and spin) (eV): 0.454
DFT total energy (Ha): -233.628272
Structure (SMILES): CC[C@H](C)O

XYZ file:
```
15
Properties=species:S:1:pos:R:3:forces:R:3:mulliken_charge:R:1
C 0.430 -0.600 1.706 -0.3486 0.2694 -0.4738 -1.107
C -0.013 0.639 0.941 -0.4913 -0.0268 -0.0825 -0.589
C 0.057 0.501 -0.590 -0.4267 -0.3008 -0.2166 0.397
C -1.316 0.139 -1.148 -0.2089 -0.6356 0.8436 -1.543
O 1.016 -0.485 -0.988 0.1556 0.3483 -0.0091 -0.551
H 1.349 -0.977 1.284 0.2765 -0.1421 -0.0128 0.299
H -0.325 -1.382 1.644 0.0102 -0.1355 0.1489 0.260
H 0.602 -0.318 2.729 -0.0405 -0.1493 0.5677 0.392
H -1.025 0.939 1.242 -0.1166 -0.3035 -0.1865 0.300
H 0.545 1.483 1.272 0.9743 0.6617 0.1295 0.394
H 0.407 1.423 -1.059 -0.0720 0.0991 0.1709 0.264
H -1.255 -0.236 -2.152 0.0188 0.2741 -0.7608 0.428
H -1.744 -0.701 -0.578 0.2078 0.0765 0.1232 0.363
H -2.055 0.931 -1.043 0.1624 0.2302 -0.2412 0.376
H 0.548 -1.281 -1.237 -0.1012 -0.2657 -0.0005 0.317
```
Positions in Å, forces in eV/Å.

# 5
ORCA calculation (ωB97M-V/def2-TZVPD) on a 2-piece molecular cluster, C2H9N3 overall.

## Properties
Relative energy (zero: lowest compared OMol25 entry of this formula, charge and spin) (eV): 1.571
DFT total energy (Ha): -245.813923
Structure (SMILES): C=N.NCN

XYZ file:
```
14
Properties=species:S:1:pos:R:3:forces:R:3:mulliken_charge:R:1
C 0.798 -3.864 3.040 -0.0808 0.7203 0.4777 -0.237
N -0.162 -3.035 3.008 0.1991 -0.4399 -0.1086 -0.470
H 0.719 -4.769 3.639 -0.1342 -0.0875 -0.1803 0.250
H 1.766 -3.633 2.599 0.1433 -0.2674 -0.1961 0.201
H 0.118 -2.225 2.455 -0.1297 0.0770 0.0066 0.257
N 0.309 3.279 -1.783 -0.1778 0.6847 -0.1267 -0.598
C 0.246 1.835 -1.778 0.1379 0.1143 -0.5125 -0.133
N -1.125 1.342 -1.795 0.1854 0.0559 0.6764 -0.562
H 0.454 3.683 -2.699 0.0567 -0.2893 -0.0845 0.229
H -0.543 3.709 -1.439 0.1124 -0.1811 0.3569 0.228
H 0.809 1.487 -2.653 0.1284 -0.0240 0.0996 0.253
H 0.769 1.487 -0.889 -0.1090 -0.2626 0.1379 0.198
H -1.216 0.404 -2.157 -0.1861 0.2018 -0.1463 0.202
H -1.735 2.019 -2.222 -0.1454 -0.3021 -0.4002 0.185
```
Positions in Å, forces in eV/Å.